(1)
# C4H8O3

The molecule C4H8O3 (ωB97M-V/def2-TZVPD, the OMol25 dataset).

## Properties
2S+1 ... 1
F_max ... 0.0654 Eh/bohr
Energy above the lowest of the compared OMol25 structures with the same formula, charge and spin ... 58.5 kcal per mole
Structure (SMILES) ... C=C(O)C(C)(O)O

Last column: Löwdin charge in e.
Positions of all 15 atoms, in Å:
C  -1.54046  -1.11936  0.26379  0.061
C  -0.94567  0.06082  0.36516  -0.358
C  1.17901  -0.02047  -1.28740  0.006
C  0.69535  0.15961  0.24625  -0.550
O  -1.48333  1.24898  0.37910  0.084
O  1.25791  -0.88768  0.95670  -0.009
O  1.06990  1.45504  0.68638  -0.002
H  -2.62092  -1.39881  0.39352  0.087
H  -0.72980  -1.79156  0.03589  0.058
H  2.23477  -0.40813  -1.34017  0.082
H  1.23821  1.05949  -1.75937  0.115
H  0.54180  -0.74688  -1.84136  0.074
H  -2.35473  1.19856  0.09092  0.097
H  1.24469  -0.73354  1.95293  0.153
H  0.21328  1.92394  0.85765  0.101



(2)
# C4H8O3

The molecule C4H8O3 (ωB97M-V/def2-TZVPD, the OMol25 dataset).

## Properties
2S+1 ... 1
F_max ... 0.0165 Eh/bohr
Energy above the lowest of the compared OMol25 structures with the same formula, charge and spin ... 58.7 kcal per mole
Structure (SMILES) ... CCO[C@]1(O)CO1

Last column: Löwdin charge in e.
Positions of all 15 atoms, in Å:
C  -2.43720  0.04411  -0.20784  -0.072
C  -1.10432  -0.65121  0.01475  -0.225
O  -0.11810  0.37068  0.23370  -0.002
C  1.19566  0.05206  0.13899  -0.609
O  1.49278  -1.23233  0.51016  0.090
C  2.14679  1.13871  0.22143  -0.040
O  2.07536  0.35562  -0.98683  0.000
H  -2.76444  0.59448  0.68198  0.079
H  -2.36500  0.74986  -1.04080  0.080
H  -3.20731  -0.69723  -0.44689  0.078
H  -0.80851  -1.24090  -0.85683  0.126
H  -1.15829  -1.32610  0.88138  0.125
H  1.75924  2.13474  0.04079  0.121
H  3.01904  1.06475  0.87017  0.124
H  2.27429  -1.35723  -0.05415  0.126



(3)
# C4H8O3S

A structure of composition C4H8O3S (ωB97M-V/def2-TZVPD, the OMol25 dataset).

## Properties
2S+1 ... 1
F_max ... 0.0943 Eh/bohr
Energy above the lowest of the compared OMol25 structures with the same formula, charge and spin ... 87.3 kcal per mole

Last column: Löwdin charge in e.
Positions of all 16 atoms, in Å:
C  -1.11399  0.91901  -0.03755  -0.283
C  0.96366  -1.12838  -0.82696  -0.325
C  -2.30929  1.56929  0.45683  -0.019
C  1.10165  -1.97442  0.44964  -0.169
O  2.09083  0.84966  0.60079  -0.273
O  1.98749  1.05708  -1.82449  -0.270
O  -0.20743  1.50483  -0.56121  -0.008
S  1.64767  0.40137  -0.66057  0.679
H  -1.11559  -0.21784  0.08942  0.142
H  1.25796  -1.39000  -1.77703  0.029
H  -2.01820  1.78906  1.47817  0.108
H  -3.08073  0.81236  0.42364  0.088
H  -2.61107  2.49159  0.02163  0.087
H  2.11059  -2.42497  0.46134  0.071
H  0.47531  -2.84180  0.30572  0.050
H  0.82115  -1.41684  1.40064  0.092



(4)
# C4H8O3S

The molecule C4H8O3S (ωB97M-V/def2-TZVPD, the OMol25 dataset).

## Properties
2S+1 ... 1
F_max ... 0.0169 Eh/bohr
Energy above the lowest of the compared OMol25 structures with the same formula, charge and spin ... 26.0 kcal per mole
Structure (SMILES) ... CC(C)=CS(=O)(=O)O

Last column: Löwdin charge in e.
Positions of all 16 atoms, in Å:
C  0.16914  0.74017  0.95542  -0.130
C  0.92268  -0.20769  -1.18241  -0.043
C  -1.55293  -0.10499  -0.58755  -0.044
C  -0.13355  0.16846  -0.19877  -0.361
O  2.70629  0.00639  1.41759  -0.290
O  2.24785  2.34042  0.84972  -0.265
O  1.43905  1.39105  3.01048  -0.171
S  1.80741  1.12382  1.45230  0.605
H  1.11064  0.63342  -1.85078  0.103
H  0.61102  -1.05759  -1.78731  0.087
H  1.85437  -0.43670  -0.66973  0.066
H  -1.79780  0.44264  -1.49822  0.093
H  -2.24315  0.19630  0.19488  0.080
H  -1.68594  -1.16645  -0.79115  0.089
H  -0.54894  1.07765  1.67940  0.098
H  2.19075  1.16635  3.56204  0.085



(5)
# C4H8O3S

A structure of composition C4H8O3S (ωB97M-V/def2-TZVPD, the OMol25 dataset).

## Properties
2S+1 ... 1
F_max ... 0.1083 Eh/bohr
Energy above the lowest of the compared OMol25 structures with the same formula, charge and spin ... 189.0 kcal per mole

Last column: Löwdin charge in e.
Positions of all 16 atoms, in Å:
C  -0.88408  -0.37969  1.66490  -0.354
C  1.91954  -0.31280  -0.89981  -0.151
C  0.55214  -0.29231  -1.64944  -0.222
C  -1.80790  0.59475  1.10380  -0.183
O  1.58752  -2.59219  1.11968  -0.406
O  1.39373  -0.00825  0.40925  -0.287
O  -0.27475  -0.97391  -0.77788  -0.279
S  0.30911  -1.07415  0.75192  1.035
H  -1.32263  -1.03990  2.44804  0.094
H  2.21626  -1.27093  -0.88432  0.057
H  2.64412  0.42222  -1.36164  0.161
H  0.19503  0.78527  -1.73270  0.141
H  0.70756  -0.71637  -2.71019  0.154
H  -2.71074  0.27673  0.36460  0.137
H  -2.27480  0.97584  1.95376  0.047
H  -1.38734  1.38217  0.52584  0.056



(6)
# C4H8O4

A cluster of 2 separate species, C4H8O4 in total (ωB97M-V/def2-TZVPD, the OMol25 dataset).

## Properties
2S+1 ... 1
F_max ... 0.0189 Eh/bohr
Energy above the lowest of the compared OMol25 structures with the same formula, charge and spin ... 47.6 kcal per mole
Structure (SMILES) ... COC=O.COC=O

Last column: Löwdin charge in e.
Positions of all 16 atoms, in Å:
O  -3.28410  1.55189  0.71346  0.063
O  -2.40930  0.21966  2.33147  -0.074
C  -3.17152  0.47930  1.25615  -0.358
C  -1.69231  1.35466  2.83109  -0.069
H  -3.68413  -0.45185  0.94337  0.147
H  -1.11099  1.01371  3.70425  0.095
H  -2.37216  2.16093  3.15413  0.098
H  -0.99400  1.76268  2.08109  0.098
O  3.50376  -0.90490  -0.77948  0.063
O  1.90492  -1.70533  -2.17988  -0.074
C  2.73385  -1.76847  -1.12461  -0.358
C  1.98865  -0.48183  -2.92015  -0.069
H  2.59906  -2.74422  -0.61726  0.147
H  1.26696  -0.55430  -3.75113  0.095
H  2.99571  -0.32422  -3.34153  0.098
H  1.72561  0.39227  -2.30097  0.098



(7)
# C4H8O4P2

A structure of composition C4H8O4P2 (ωB97M-V/def2-TZVPD, the OMol25 dataset).

## Properties
2S+1 ... 1
Charge ... -2
F_max ... 0.0605 Eh/bohr
Energy above the lowest of the compared OMol25 structures with the same formula, charge and spin ... 0.0 kcal per mole

Last column: Löwdin charge in e.
Positions of all 18 atoms, in Å:
C  1.02628  -0.52669  -0.03030  -0.141
C  -1.11139  0.29109  -0.79234  -0.192
C  0.02102  0.67013  0.12178  -0.490
C  -0.51466  0.55167  1.61455  -0.424
O  -1.01608  2.77844  3.17884  -0.414
O  -2.75134  0.95089  2.40087  -0.548
O  -1.73874  -1.29893  3.34352  -0.610
O  -1.98479  2.79858  0.78086  -0.428
P  -2.10114  -0.59381  2.07992  0.523
P  -1.48062  2.03529  1.98719  0.207
H  0.60849  -1.33818  0.58975  0.065
H  1.38093  -0.63714  -1.12034  0.067
H  2.00409  -0.38337  0.55624  0.061
H  -0.75707  0.20222  -1.84820  0.059
H  -1.56197  -0.65713  -0.41581  0.018
H  -1.90159  1.06146  -0.63371  0.061
H  0.28228  1.77691  -0.00625  0.126
H  0.29384  0.36922  2.31743  0.059



(8)
# C4H8OP2

The molecule C4H8OP2 (ωB97M-V/def2-TZVPD, the OMol25 dataset).

## Properties
2S+1 ... 1
F_max ... 0.0920 Eh/bohr
Energy above the lowest of the compared OMol25 structures with the same formula, charge and spin ... 40.0 kcal per mole

Last column: Löwdin charge in e.
Positions of all 15 atoms, in Å:
C  -1.34754  -0.01503  -2.59592  -0.609
C  0.00670  -1.18624  -0.06255  -0.237
C  0.51963  0.29225  1.89727  -0.106
C  0.59157  0.04888  0.40457  -0.370
O  -1.86302  -2.57470  -1.66441  -0.403
P  -2.78340  0.38797  -1.55708  0.705
P  -1.35222  -1.31729  -1.18859  0.409
H  -1.62136  -0.40860  -3.53971  0.007
H  -0.63532  0.81297  -2.64770  0.023
H  -0.00473  -2.21243  0.50158  0.116
H  -0.48726  0.17322  2.16147  0.060
H  0.87412  1.33399  2.02410  0.087
H  1.16491  -0.24860  2.53718  0.061
H  1.63819  0.15472  -0.09518  0.146
H  -0.01625  0.90629  -0.08505  0.110



(9)
# C4H8OS

The molecule C4H8OS (ωB97M-V/def2-TZVPD, the OMol25 dataset).

## Properties
2S+1 ... 1
F_max ... 0.0459 Eh/bohr
Energy above the lowest of the compared OMol25 structures with the same formula, charge and spin ... 24.1 kcal per mole

Last column: Löwdin charge in e.
Positions of all 14 atoms, in Å:
O  -1.28919  2.08263  -0.43973  -0.566
S  -0.87274  0.87165  -1.18850  0.907
C  -1.32698  -0.48933  -0.03547  -0.319
C  0.85169  0.87577  -0.71436  -0.340
C  -0.12592  -0.69137  0.92673  -0.240
C  1.11855  -0.42916  0.09108  -0.237
H  -1.49810  -1.41687  -0.59258  0.079
H  -2.26721  -0.32917  0.50665  0.096
H  1.44768  0.93564  -1.64588  0.085
H  1.10641  1.75186  -0.10530  0.100
H  -0.22862  0.07101  1.70799  0.116
H  -0.16885  -1.67494  1.34870  0.100
H  1.97850  -0.28810  0.74350  0.107
H  1.27477  -1.26962  -0.60283  0.113



(10)
# C4H8OS

A cluster of 2 separate species, C4H8OS in total (ωB97M-V/def2-TZVPD, the OMol25 dataset).

## Properties
2S+1 ... 1
F_max ... 0.0815 Eh/bohr
Energy above the lowest of the compared OMol25 structures with the same formula, charge and spin ... 71.6 kcal per mole

Last column: Löwdin charge in e.
Positions of all 14 atoms, in Å:
C  -0.91477  -0.12295  1.31219  -0.669
C  -0.16594  0.22850  0.10106  -0.386
C  0.75055  -0.85941  -0.47742  -0.176
C  1.35146  -0.18221  -1.74179  -0.278
H  -1.92479  2.10599  1.14228  -0.088
H  -0.26163  -0.36237  2.19421  0.116
H  -1.22358  -1.08496  1.15344  0.021
H  0.52206  1.19811  0.39794  0.175
H  -0.78824  0.38732  -0.78891  0.089
H  0.10759  -1.83251  -0.37848  0.154
H  1.63794  -0.90984  0.17940  0.115
H  0.78072  0.79421  -2.64799  0.207
O  2.54775  -0.16404  -1.83960  0.010
S  -2.41911  0.80414  1.39366  0.711



(11)
# C4H8OS

The molecule C4H8OS (ωB97M-V/def2-TZVPD, the OMol25 dataset).

## Properties
2S+1 ... 1
F_max ... 0.0383 Eh/bohr
Energy above the lowest of the compared OMol25 structures with the same formula, charge and spin ... 32.6 kcal per mole
Structure (SMILES) ... CO/C=C/SC

Last column: Löwdin charge in e.
Positions of all 14 atoms, in Å:
C  0.55796  2.39827  1.38956  -0.413
C  0.32433  0.22605  -0.23414  -0.512
C  -0.54503  -0.12555  -1.19886  -0.196
C  -0.50541  -2.42827  -0.61194  -0.113
H  1.11639  3.31207  1.58674  0.030
H  0.82487  1.74246  2.19362  0.025
H  -0.49777  2.62505  1.30713  0.034
H  0.71213  -0.55914  0.39231  0.050
H  -0.99713  0.57043  -1.90997  0.123
H  -0.59067  -2.30778  0.50806  0.103
H  0.60238  -2.50304  -0.86304  0.113
H  -1.06983  -3.28943  -0.97619  0.089
O  -1.06478  -1.39623  -1.40898  -0.148
S  1.13256  1.73510  -0.17430  0.815



(12)
# C4H8OS

The molecule C4H8OS (ωB97M-V/def2-TZVPD, the OMol25 dataset).

## Properties
2S+1 ... 1
F_max ... 0.1273 Eh/bohr
Energy above the lowest of the compared OMol25 structures with the same formula, charge and spin ... 72.6 kcal per mole
Structure (SMILES) ... C[C@H]1CSCO1

Last column: Löwdin charge in e.
Positions of all 14 atoms, in Å:
C  1.46357  -0.23203  1.04648  -0.083
C  0.24340  -0.01079  0.27625  -0.576
C  -0.23521  1.40319  -0.22053  -0.450
C  -1.34736  -0.77787  -1.28040  -0.481
H  2.58238  -0.26333  0.51479  0.135
H  1.14236  -1.28625  1.48972  0.108
H  1.67438  0.19205  2.18373  0.134
H  -0.63766  -0.25143  1.01825  0.160
H  0.74215  1.93546  -0.73308  0.134
H  -0.44023  1.83522  0.73869  0.062
H  -2.21183  -1.29920  -0.73021  0.106
H  -1.34316  -1.47671  -2.13105  0.101
O  -0.09274  -0.82490  -0.75585  -0.205
S  -1.54005  1.05658  -1.41679  0.853